Entry 1:
C19H10Co2N2O6 | ωB97M-V/def2-TZVPD

Element x y z (Å)
Co1 0.67 -2.08 1.44
Co2 1.89 -3.82 -0.03
O1 -0.58 -4.70 -1.31
O2 0.79 -4.70 2.72
O3 3.82 -3.70 -2.22
O4 3.20 -6.34 0.64
O5 -2.24 -2.18 1.29
O6 1.18 -1.31 4.23
N1 -1.55 -0.64 -2.36
N2 -4.16 6.03 1.56
C1 -3.17 2.87 0.33
C2 -1.08 -2.13 1.33
C3 -3.49 5.19 1.09
C4 2.70 -5.33 0.39
C5 0.94 -3.85 1.93
C6 -2.66 4.16 0.54
C7 -2.33 1.86 -0.18
C8 0.86 0.64 -0.03
C9 -1.32 4.46 0.26
C10 -0.90 0.09 -1.73
C11 -1.02 2.19 -0.52
C12 0.40 -4.31 -0.83
C13 1.90 -1.76 0.13
C14 0.77 1.79 -2.28
C15 -0.49 3.45 -0.24
C16 -0.06 1.15 -1.12
C17 3.05 -3.73 -1.36
C18 0.94 -1.54 3.12
C19 0.96 -0.79 0.23
H1 0.57 3.63 -0.42
H2 0.11 2.42 -2.90
H3 0.58 1.15 0.93
H4 1.61 2.40 -1.93
H5 1.15 0.97 -2.92
H6 2.94 -1.53 -0.16
H7 -4.22 2.65 0.55
H8 -0.91 5.47 0.41
H9 1.88 1.01 -0.25
H10 -2.72 0.85 -0.31

Computed properties:
Molar mass, g mol⁻¹: 480.2
HOMO energy, eV: 1.09
ΔE to the lowest compared entry with this formula, charge and spin, kcal/mol: 0.0
Net charge: -2
Lowest unoccupied orbital energy, eV: 4.31

These are the natural (NBO) partial charges, in e, on atoms 1 to 2: number 1, Co, carries -0.1238; number 2, Co, carries -0.1115


Entry 2:
C19H112F4N4O40P | ωB97M-V/def2-TZVPD

Element x y z (Å)
P1 -0.35 3.28 -2.32
F1 -3.64 3.49 -0.98
F2 -1.72 3.32 0.62
F3 -4.30 -0.44 0.30
F4 -3.74 2.23 1.03
O1 -2.23 5.96 -4.24
O2 -5.04 4.63 -3.08
O3 -0.31 -3.28 -9.88
O4 -4.89 -4.24 2.96
O5 -0.33 -6.60 4.72
O6 4.82 -5.29 -2.51
O7 2.83 7.21 -8.25
O8 1.86 2.58 13.35
O9 5.26 6.74 10.50
O10 -2.83 0.89 8.40
O11 -2.52 6.71 -7.02
O12 -1.62 0.71 11.19
O13 1.48 -6.98 -0.02
O14 -3.10 -7.88 -2.52
O15 -2.22 2.00 -9.51
O16 -2.07 -1.05 -7.57
O17 1.89 5.37 -5.70
O18 -7.77 7.19 -3.82
O19 0.20 1.30 -7.31
O20 -0.19 3.41 -4.08
O21 3.83 1.07 -3.82
O22 -6.79 -1.57 -0.52
O23 0.26 0.67 -10.13
O24 -5.54 6.43 -1.24
O25 0.95 1.32 15.69
O26 -1.55 3.80 8.96
O27 0.74 -2.83 -7.29
O28 5.95 4.90 7.97
O29 -0.74 -0.32 7.42
O30 3.96 1.14 5.23
O31 -1.12 4.77 -1.89
O32 1.62 1.03 6.92
O33 7.58 2.65 9.65
O34 3.01 2.28 -6.55
O35 4.16 1.98 11.00
O36 -0.42 5.09 2.49
O37 0.73 -8.05 -3.96
O38 4.12 -2.57 -2.73
O39 4.40 2.26 7.70
O40 2.43 -0.87 -8.52
N1 -1.45 -0.62 -2.10
N2 -3.31 -0.74 -0.55
N3 -1.18 1.82 -1.82
N4 -2.23 1.53 -0.91
C1 1.54 -3.72 -3.56
C2 0.54 0.33 -3.62
C3 1.06 -2.30 -4.22
C4 0.44 -0.98 2.40
C5 -0.30 -2.10 1.43
C6 -1.52 -2.91 2.22
C7 -2.56 -4.82 -1.05
C8 -1.25 -4.53 2.31
C9 -0.42 -5.34 -2.70
C10 0.41 -4.85 -4.04
C11 -2.40 -5.44 1.53
C12 1.43 -1.02 -3.20
C13 -1.85 -5.87 0.03
C14 -1.50 -4.22 -2.17
C15 2.83 0.25 2.69
C16 -0.65 0.58 -2.54
C17 -2.85 2.58 -0.07
C18 -2.39 0.06 -1.13
C19 1.98 -0.81 1.77
H1 -5.27 -3.79 2.20
H2 7.60 2.38 10.58
H3 2.48 -1.88 1.73
H4 -0.30 4.39 -4.34
H5 1.64 0.76 7.85
H6 -0.81 4.42 9.04
H7 -2.04 0.16 10.51
H8 -2.25 4.32 8.53
H9 -0.17 0.03 2.37
H10 -4.59 5.48 -3.18
H11 2.63 5.50 -5.10
H12 2.58 -0.76 -3.25
H13 1.39 -7.54 -0.80
H14 -2.51 -6.45 2.14
H15 0.41 -6.47 5.33
H16 2.55 0.08 -8.65
H17 -0.83 -0.89 6.64
H18 0.55 -2.83 1.05
H19 5.76 5.77 8.35
H20 -3.10 2.26 -9.83
H21 1.53 -8.41 -4.37
H22 -5.36 -3.86 3.72
H23 -1.47 -1.55 -7.00
H24 5.34 7.70 10.45
H25 4.75 -2.74 -3.45
H26 4.51 3.22 7.57
H27 5.08 1.86 7.14
H28 0.93 -5.79 -4.50
H29 -2.30 -8.25 -2.93
H30 -6.05 -0.95 -0.44
H31 4.08 2.94 10.93
H32 -2.20 2.28 -8.59
H33 2.25 1.27 2.67
H34 0.32 -3.38 -7.97
H35 -3.44 -4.91 1.49
H36 -0.33 -4.37 -4.83
H37 0.53 -1.40 3.50
H38 -2.06 -3.79 -3.11
H39 1.30 1.25 -3.67
H40 3.11 -1.27 -9.08
H41 -2.54 -2.62 1.72
H42 -5.50 6.79 -0.34
H43 -2.10 6.82 -7.89
H44 3.87 0.45 2.16
H45 0.24 1.66 -6.41
H46 -2.65 5.41 -4.92
H47 -2.09 1.51 8.48
H48 -1.28 1.48 10.70
H49 0.56 1.78 14.93
H50 -8.47 7.32 -3.17
H51 4.60 -2.82 -1.93
H52 2.59 -4.06 -3.98
H53 0.67 1.01 6.69
H54 -5.23 5.52 -1.15
H55 -1.40 -0.67 8.04
H56 4.74 -5.86 -3.29
H57 2.72 6.76 -7.40
H58 -7.00 6.93 -3.29
H59 -2.22 -6.95 -0.28
H60 -1.68 5.14 -2.67
H61 -3.52 1.40 7.97
H62 -0.09 5.86 2.00
H63 3.45 1.53 -4.58
H64 0.51 0.39 -7.22
H65 0.11 -7.95 -4.71
H66 6.63 2.63 9.42
H67 3.36 1.45 -3.06
H68 2.49 2.40 12.63
H69 -1.62 -0.19 -7.67
H70 0.38 -5.48 -1.85
H71 3.34 0.99 5.97
H72 -0.68 -5.77 0.04
H73 -3.71 -7.79 -3.27
H74 -0.15 -4.73 1.89
H75 -3.47 -5.30 -1.60
H76 0.16 0.19 -4.74
H77 0.27 0.96 -9.20
H78 -0.84 4.54 1.81
H79 -2.96 -3.92 -0.40
H80 6.84 4.69 8.29
H81 -3.16 7.44 -6.98
H82 4.27 1.69 10.08
H83 4.65 6.59 11.24
H84 2.32 2.80 -6.98
H85 0.48 1.70 16.45
H86 -0.89 -3.30 -1.71
H87 -0.20 -3.58 -10.79
H88 1.48 4.54 -5.39
H89 -0.79 -1.61 0.48
H90 -0.62 0.94 -10.44
H91 4.17 -5.65 -1.89
H92 -0.95 -6.38 -2.86
H93 1.12 -1.25 -2.08
H94 1.07 -2.07 -7.78
H95 -0.10 -2.23 -4.40
H96 1.87 -0.36 0.70
H97 1.68 -2.13 -5.20
H98 3.75 2.91 -6.47
H99 -1.57 -2.52 3.35
H100 2.97 -0.12 3.81
H101 -4.44 4.12 -2.51
H102 0.82 -7.33 0.60
H103 -0.74 -7.42 5.03
H104 2.35 2.33 14.15
H105 4.03 2.10 5.18
H106 -3.24 -1.77 -0.82
H107 -1.26 -4.84 3.43
H108 1.62 -3.71 -2.38
H109 -1.89 6.72 -4.73
H110 -7.49 -1.05 -0.96
H111 3.06 8.12 -8.00
H112 -0.38 -2.32 -9.94

Computed properties:
Molar mass, g mol⁻¹: 1144.1
HOMO energy, eV: -11.42
ΔE to the lowest compared entry with this formula, charge and spin, kcal/mol: 304.1
Net charge: +1
Lowest unoccupied orbital energy, eV: -4.35

These are the Mulliken partial charges, in e, on atoms 1 to 2: number 1, P, carries -0.0891; number 2, F, carries -0.2957


Entry 3:
C19H11Br4I2IrN2O3 | ωB97M-V/def2-TZVPD

Element x y z (Å)
Ir1 0.17 0.07 0.25
I1 -2.60 -3.05 2.85
I2 -6.98 -2.18 -1.15
Br1 1.12 -4.93 0.34
Br2 6.39 -2.95 -0.74
Br3 4.39 -5.49 -0.13
Br4 5.15 0.15 -0.89
O1 0.62 -1.94 0.13
O2 2.14 0.01 -0.35
O3 -1.35 -0.80 1.11
N1 -1.39 1.31 -0.24
N2 0.87 1.93 0.66
C1 0.97 4.20 -0.05
C2 1.84 -2.25 -0.04
C3 -3.06 -0.42 -0.57
C4 2.35 -3.57 0.00
C5 2.02 2.09 1.33
C6 -1.00 2.69 -0.62
C7 -2.24 0.63 -1.25
C8 -4.33 -0.74 -1.05
C9 -5.08 -1.71 -0.43
C10 -2.55 -1.08 0.56
C11 3.69 -3.76 -0.20
C12 2.69 3.29 1.34
C13 2.18 4.36 0.62
C14 2.72 -1.14 -0.32
C15 0.33 2.98 0.01
C16 -3.33 -2.06 1.18
C17 4.57 -2.64 -0.47
C18 -4.58 -2.37 0.69
C19 4.09 -1.35 -0.54
H1 -0.97 2.79 -1.71
H2 -2.90 1.38 -1.71
H3 3.62 3.37 1.89
H4 -1.95 1.38 0.61
H5 -4.72 -0.21 -1.91
H6 -1.57 0.24 -2.01
H7 2.70 5.30 0.59
H8 -5.17 -3.14 1.17
H9 0.52 5.01 -0.60
H10 2.39 1.22 1.86
H11 -1.74 3.39 -0.24

Computed properties:
<S²>: 0.77
Molar mass, g mol⁻¹: 1080.9
Spin multiplicity: 2
HOMO energy (spin up / spin down), eV: -10.54 / -10.54
Net charge: +1
Lowest unoccupied orbital energy (spin up / spin down), eV: -3.86 / -5.47

These are the natural (NBO) partial charges, in e, on atoms 1 to 2: number 1, Ir, carries 1.1852; number 2, I, carries 0.2073


Entry 4:
C19H11ClCuIN9OSe | ωB97M-V/def2-TZVPD

Element x y z (Å)
I1 -0.54 -1.28 3.41
Se1 -4.43 2.77 0.74
Cu1 -0.66 0.06 -0.69
Cl1 5.12 -1.71 2.89
O1 -0.16 -1.44 0.31
N1 -2.54 2.85 -2.99
N2 -5.54 1.42 0.77
N3 2.06 -1.41 -1.27
N4 -1.09 0.97 -2.37
N5 -3.03 1.82 0.24
N6 2.63 2.47 -0.08
N7 -2.63 -0.43 -0.29
N8 -4.93 2.76 -2.31
N9 0.83 1.25 -0.08
C1 2.03 2.67 1.14
C2 -3.13 -1.63 -0.36
C3 1.88 1.61 -0.79
C4 4.43 -1.55 -1.52
C5 -3.46 0.59 0.09
C6 -4.85 0.35 0.38
C7 2.21 -1.50 0.08
C8 -4.49 -1.94 -0.10
C9 2.44 -1.56 2.86
C10 1.02 -1.48 0.87
C11 -3.83 2.79 -2.65
C12 3.13 -1.44 -2.03
C13 4.61 -1.62 -0.17
C14 -1.81 1.86 -2.65
C15 -5.36 -0.97 0.27
C16 0.91 1.90 1.13
C17 3.49 -1.59 0.69
C18 3.57 -1.62 2.10
C19 1.18 -1.48 2.24
H1 5.61 -1.69 0.26
H2 3.49 2.89 -0.40
H3 2.52 -1.56 3.94
H4 2.44 3.31 1.89
H5 -2.43 -2.41 -0.63
H6 2.11 1.26 -1.78
H7 0.16 1.76 1.89
H8 5.28 -1.58 -2.20
H9 -4.81 -2.97 -0.20
H10 -6.40 -1.16 0.47
H11 2.96 -1.37 -3.10

Computed properties:
<S²>: 0.75
Molar mass, g mol⁻¹: 686.2
Spin multiplicity: 2
HOMO energy (spin up / spin down), eV: -7.79 / -7.87
ΔE to the lowest compared entry with this formula, charge and spin, kcal/mol: 0.0
Net charge: 0
Lowest unoccupied orbital energy (spin up / spin down), eV: -1.29 / -1.29

These are the natural (NBO) partial charges, in e, on atoms 1 to 2: number 1, I, carries 0.1402; number 2, Se, carries 1.1117


Entry 5:
C19H11F5I2N2OSTi | ωB97M-V/def2-TZVPD

Element x y z (Å)
I1 1.31 -6.41 0.97
I2 1.18 -1.26 4.08
Ti1 -0.08 1.04 0.04
S1 -1.49 2.93 -0.32
F1 -4.15 4.30 -0.22
F2 -6.55 3.20 0.28
F3 -2.11 0.09 0.32
F4 -4.52 -1.01 0.81
F5 -6.76 0.55 0.80
O1 0.49 -0.25 1.19
N1 1.90 1.75 -0.41
N2 0.43 -0.24 -1.62
C1 0.48 -2.28 -0.08
C2 0.95 -2.31 2.29
C3 0.69 -3.66 -0.10
C4 -4.22 3.00 0.03
C5 4.65 1.88 -0.38
C6 0.63 -1.59 1.14
C7 -4.45 0.29 0.57
C8 1.87 -0.13 -1.96
C9 4.00 0.90 -1.12
C10 2.62 0.87 -1.12
C11 2.53 2.70 0.30
C12 -5.58 1.08 0.56
C13 -3.06 2.23 0.03
C14 3.90 2.80 0.34
C15 -0.02 -1.64 -1.35
C16 1.14 -3.68 2.26
C17 1.01 -4.35 1.05
C18 -3.23 0.89 0.31
C19 -5.46 2.44 0.29
H1 1.39 -4.21 3.16
H2 -1.11 -1.61 -1.35
H3 2.34 -1.11 -1.86
H4 1.97 0.16 -3.01
H5 0.58 -4.19 -1.04
H6 4.37 3.58 0.92
H7 5.73 1.92 -0.36
H8 4.56 0.17 -1.69
H9 1.90 3.38 0.86
H10 -0.11 0.07 -2.43
H11 0.28 -2.27 -2.19

Computed properties:
<S²>: 0.75
Molar mass, g mol⁻¹: 712.0
Spin multiplicity: 2
HOMO energy (spin up / spin down), eV: -11.12 / -11.13
ΔE to the lowest compared entry with this formula, charge and spin, kcal/mol: 0.0
Net charge: +1
Lowest unoccupied orbital energy (spin up / spin down), eV: -3.84 / -3.65

These are the natural (NBO) partial charges, in e, on atoms 1 to 2: number 1, I, carries 0.2036; number 2, I, carries 0.2088


Entry 6:
C19H13N3O4Pt | ωB97M-V/def2-TZVPD

Element x y z (Å)
Pt1 1.01 -0.32 -0.04
O1 3.73 1.05 -2.67
O2 3.62 -1.68 -2.78
O3 0.00 -0.46 1.72
O4 -0.94 -0.45 3.72
N1 1.16 1.68 -0.27
N2 1.13 -2.31 -0.30
N3 2.27 -0.31 -1.48
C1 2.81 0.90 -1.88
C2 0.46 -3.28 0.30
C3 0.68 3.99 0.03
C4 1.57 -4.96 -1.01
C5 -3.21 0.86 2.76
C6 2.09 2.00 -1.23
C7 2.33 3.34 -1.58
C8 -2.24 0.34 1.92
C9 1.62 4.34 -0.96
C10 -3.68 0.69 0.04
C11 -4.42 1.28 2.24
C12 -2.46 0.27 0.55
C13 -0.96 -0.22 2.53
C14 2.28 -3.96 -1.63
C15 0.50 2.66 0.33
C16 0.63 -4.61 -0.02
C17 -4.66 1.19 0.88
C18 2.05 -2.63 -1.27
C19 2.75 -1.52 -1.93
H1 0.06 -5.37 0.49
H2 -5.61 1.50 0.48
H3 -1.69 -0.12 -0.11
H4 1.77 5.37 -1.22
H5 0.11 4.75 0.55
H6 -3.01 0.91 3.82
H7 -3.88 0.62 -1.02
H8 -0.23 2.37 1.08
H9 1.72 -5.99 -1.27
H10 -0.25 -2.98 1.06
H11 3.02 -4.16 -2.39
H12 3.06 3.53 -2.35
H13 -5.17 1.67 2.91

Computed properties:
Molar mass, g mol⁻¹: 542.4
HOMO energy, eV: -8.71
ΔE to the lowest compared entry with this formula, charge and spin, kcal/mol: 12.3
Net charge: 0
Lowest unoccupied orbital energy, eV: -0.99

These are the natural (NBO) partial charges, in e, on atoms 1 to 2: number 1, Pt, carries 0.8945; number 2, O, carries -0.5283


Entry 7:
C19H14BN10O7W | ωB97M-V/def2-TZVPD

Element x y z (Å)
W1 0.66 -0.08 -0.30
O1 1.95 -1.31 -0.84
O2 5.78 0.28 -5.42
O3 7.00 0.78 -3.70
O4 2.38 0.84 0.30
O5 0.42 -0.86 -4.16
O6 0.62 0.27 -2.10
O7 4.48 0.89 0.85
N1 3.69 0.51 0.09
N2 -0.65 1.49 -0.13
N3 0.37 -0.29 1.75
N4 -1.97 -1.25 0.49
N5 -0.90 -1.36 -0.37
N6 -3.45 0.06 2.10
N7 -1.81 1.32 0.62
N8 5.98 0.45 -4.25
N9 -3.56 0.21 3.53
N10 -0.85 -0.16 2.40
C1 -1.94 3.29 -0.45
C2 2.90 -0.83 -1.70
C3 -4.64 0.03 1.55
C4 1.17 -0.60 -3.33
C5 4.86 0.05 -3.34
C6 -2.57 2.40 0.43
C7 0.74 -0.27 3.97
C8 -1.04 -2.54 -1.06
C9 1.32 -0.34 2.74
C10 -5.62 0.16 2.61
C11 5.04 0.26 -1.97
C12 3.98 -0.15 -1.16
C13 2.61 -0.74 -3.04
C14 3.64 -0.32 -3.90
C15 -4.82 0.27 3.80
C16 -2.18 -3.18 -0.63
C17 -0.63 -0.14 3.71
C18 -2.73 -2.34 0.34
C19 -0.77 2.68 -0.79
B1 -2.05 0.00 1.44
H1 -0.31 -2.86 -1.79
H2 -3.53 2.50 0.91
H3 -3.62 -2.49 0.93
H4 -1.45 -0.03 4.41
H5 3.52 -0.22 -4.97
H6 0.02 3.02 -1.44
H7 -6.70 0.18 2.51
H8 5.91 0.79 -1.61
H9 -4.82 -0.07 0.49
H10 -2.31 4.24 -0.77
H11 -2.57 -4.13 -0.96
H12 -5.16 0.37 4.82
H13 1.22 -0.31 4.93
H14 2.36 -0.46 2.49

Computed properties:
<S²>: 0.76
Molar mass, g mol⁻¹: 689.0
Spin multiplicity: 2
HOMO energy, eV: -20.84
ΔE to the lowest compared entry with this formula, charge and spin, kcal/mol: 2.8
Net charge: +4
Lowest unoccupied orbital energy, eV: -15.78

These are the natural (NBO) partial charges, in e, on atoms 1 to 2: number 1, W, carries 2.3467; number 2, O, carries -0.5690


Entry 8:
C19H14BrN3O3Rh | ωB97M-V/def2-TZVPD

Element x y z (Å)
Rh1 -0.15 -0.36 0.01
Br1 -0.12 -3.00 0.38
O1 1.85 -0.35 0.08
O2 0.30 -2.59 5.58
O3 -2.03 -0.12 -0.45
N1 -0.11 -0.83 1.92
N2 0.13 1.52 0.18
N3 1.46 1.91 0.31
C1 -4.42 2.99 0.84
C2 -0.80 2.39 0.41
C3 -3.06 3.17 0.81
C4 -2.20 2.13 0.40
C5 0.11 -2.79 3.27
C6 4.23 2.39 0.50
C7 -2.76 0.88 0.01
C8 0.09 -0.58 4.26
C9 -4.15 0.72 0.05
C10 0.17 -1.97 4.41
C11 4.57 0.00 0.38
C12 2.26 0.88 0.24
C13 3.71 1.10 0.38
C14 -0.05 -0.05 3.00
C15 -4.96 1.76 0.46
C16 5.59 2.57 0.63
C17 5.94 0.20 0.51
C18 6.45 1.48 0.64
C19 -0.03 -2.15 2.07
H1 0.17 -3.86 3.35
H2 0.14 0.07 5.12
H3 -2.63 4.12 1.09
H4 -5.07 3.80 1.16
H5 -4.57 -0.23 -0.27
H6 -0.11 1.02 2.84
H7 0.34 -1.96 6.31
H8 5.99 3.58 0.71
H9 -6.03 1.61 0.49
H10 -0.45 3.40 0.62
H11 6.60 -0.66 0.52
H12 4.16 -0.99 0.28
H13 3.56 3.23 0.48
H14 7.51 1.63 0.74

Computed properties:
Molar mass, g mol⁻¹: 515.1
HOMO energy (spin up / spin down), eV: -11.12 / -11.12
ΔE to the lowest compared entry with this formula, charge and spin, kcal/mol: 0.0
Net charge: +1
Lowest unoccupied orbital energy (spin up / spin down), eV: -4.51 / -4.50

These are the natural (NBO) partial charges, in e, on atoms 1 to 2: number 1, Rh, carries 1.1497; number 2, Br, carries 0.2467